Arrangement w

Molecular formula: C6H12N3O2
Method: DFT, ωB97M-V/def2-TZVPD

```
23
C6H12N3O2, DFT ωB97M-V/def2-TZVPD
O -3.3236 0.4955 0.0698
O -1.4986 1.6031 -0.7067
N -2.0318 0.4942 -0.4032
N 0.3964 2.0322 0.8729
N 2.4211 1.1067 -1.6054
C 1.6217 0.9798 -0.7231
C 0.7668 -1.6074 -0.0579
C 1.1700 0.8518 0.5118
C 0.8148 -0.5343 1.0714
C -1.6470 -0.7281 -0.6382
C -0.3930 -1.3560 -1.1372
H 1.6816 -0.7550 1.6605
H 2.2785 1.2359 -2.5658
H -0.1216 -0.6978 -1.9223
H -0.6579 2.0662 0.4538
H 0.3266 2.2858 1.8778
H -2.3504 -1.5025 -0.3536
H -0.5522 -2.4606 -1.4774
H 0.4941 -2.6456 0.1905
H -0.0545 -0.3956 1.5666
H -3.3823 1.4408 0.3018
H 1.8078 -1.6673 -0.4736
H 0.7303 2.8482 0.4035
```

Calculated values
- HOMO level: -12.72 eV
- SMILES: N=C=C([NH3+])CCC/C=[N+](\[O-])O
- Net charge: +1
- LUMO level: -0.121 Ha
- Orbital gap: 9.43 eV

Arrangement x

Molecular formula: C6H12N3O2
Method: DFT, ωB97M-V/def2-TZVPD

```
23
C6H12N3O2, DFT ωB97M-V/def2-TZVPD
O -1.6183 -1.0356 0.0494
O 0.8571 0.2400 1.1534
N 0.0525 -0.0748 -1.2540
N 1.2774 -0.0449 -1.1712
N -1.9643 1.0226 -0.7377
C -3.0454 -0.7824 0.0636
C 1.7742 0.0228 0.1709
C 2.8327 1.1275 0.1169
C -3.2860 0.7366 -0.2033
C 2.4085 -1.4150 0.2227
C -1.0364 0.0069 -0.5038
H 1.6041 -2.0168 0.4701
H 3.4474 1.0135 -0.7897
H 3.4366 1.0763 1.0958
H -3.3961 -1.4834 -0.6806
H -3.4559 -0.9967 1.0516
H -1.5531 1.8993 -0.8203
H 0.7841 -0.6165 1.5904
H 3.1230 -1.2350 1.0280
H 2.3227 2.1021 0.0952
H 2.9290 -1.7980 -0.6707
H -4.0246 0.9941 -1.0076
H -3.4691 1.2574 0.7307
```

Calculated values
- HOMO level: -14.09 eV
- SMILES: CC(C)(O)/N=N\C1=[NH+]CCO1
- Net charge: +1
- LUMO level: -0.165 Ha
- Orbital gap: 9.59 eV

Arrangement y

Molecular formula: C6H12N3O2
Method: DFT, ωB97M-V/def2-TZVPD

```
23
C6H12N3O2, DFT ωB97M-V/def2-TZVPD
O -2.3641 -1.3633 -0.1652
O -1.7695 -3.2693 -0.9461
N -1.6091 -2.1463 -0.5939
N 0.6534 -2.7599 -0.9994
N 0.3043 -0.4975 -0.2443
C -0.0889 -1.7148 -0.6151
C -1.2177 1.1802 0.8453
C 1.6507 -0.0718 -0.2160
C -1.2236 0.7028 2.2696
C -0.6231 0.6666 -0.2290
C -0.7763 1.2424 -1.5903
H 1.6393 -2.7949 -0.9058
H 1.5852 1.0306 -0.2501
H -2.2119 0.6244 2.5777
H -1.6830 0.6390 -2.0816
H 2.2237 -0.4424 -1.0397
H -1.0313 2.3005 -1.7199
H -0.9455 1.5317 2.7837
H 0.1840 -3.6673 -1.1003
H 0.2644 1.0651 -2.1292
H -1.7992 2.0372 0.6561
H -0.4316 -0.1741 2.3465
H 2.1690 -0.3058 0.6098
```

Calculated values
- HOMO level: -13.31 eV
- SMILES: C/C=C(/C)N(C)C(=[NH2+])[N+](=O)[O-]
- Net charge: +1
- LUMO level: -0.188 Ha
- Orbital gap: 8.18 eV

Calculated relative energies: arrangement w 3.271; arrangement x 0.000; arrangement y 2.459, given in eV